DFT (wB97M-V/def2-TZVPD) results for a molecular structure, C33H31CsN8O7.

The geometry in XYZ format:
```
80
C33H31CsN8O7 (wB97M-V/def2-TZVPD)
Cs 0.358 -0.150 -0.225
O -5.560 0.698 -1.107
O 1.870 -2.206 0.525
O 2.541 2.308 -0.129
O -1.120 1.421 -1.428
O 3.004 -3.045 2.622
O -2.202 -2.975 2.146
O 2.561 6.045 1.760
N 0.825 -3.011 -1.987
N -1.184 -2.059 -3.588
N -0.311 0.580 3.409
N 1.108 2.622 2.182
N -3.276 0.749 -1.123
N 1.722 -3.615 -1.261
N -3.654 -2.430 0.497
N 1.786 3.590 1.608
C 3.796 6.933 -0.022
C 2.853 -4.390 0.649
C -0.956 2.097 5.132
C -1.663 -0.177 5.221
C -1.877 -0.892 -5.552
C -2.923 3.029 -1.722
C -1.638 1.091 5.786
C -2.475 -2.844 0.965
C 3.120 5.862 0.635
C -4.410 2.803 -1.565
C 3.166 -5.587 0.020
C 3.781 4.501 -1.303
C -0.565 -0.847 -6.004
C -2.324 1.640 -1.403
C 3.866 -6.584 0.674
C 2.484 3.395 0.426
C 0.093 -1.969 -3.984
C 1.119 -2.485 -3.121
C 3.136 4.608 -0.070
C 4.421 6.790 -1.229
C -0.982 -0.369 4.023
C -2.119 -1.523 -4.340
C 2.081 -3.325 -0.044
C 4.424 5.563 -1.896
C 3.266 -4.188 1.981
C 4.266 -6.385 1.987
C -4.493 1.288 -1.234
C 0.451 2.847 3.254
C -4.613 -1.863 1.418
C 3.971 -5.203 2.636
C 0.430 -1.386 -5.219
C -0.286 1.807 3.932
C -3.940 -2.253 -0.905
H 2.156 -2.401 -3.474
H 1.465 -1.348 -5.532
H -0.984 -1.333 3.531
H 4.278 -5.042 3.660
H -4.409 -0.801 1.570
H -5.621 -1.961 1.018
H 4.099 -7.512 0.168
H 4.928 7.641 -1.674
H 4.914 5.465 -2.858
H 0.430 3.845 3.713
H -4.832 -2.830 -1.175
H -4.851 3.364 -0.739
H 3.750 3.526 -1.774
H 4.816 -7.160 2.508
H 1.862 4.570 1.996
H -0.332 -0.389 -6.957
H -0.935 3.103 5.531
H -4.122 -1.194 -1.097
H -4.533 -2.387 2.370
H 2.848 -5.714 -1.004
H -2.149 1.295 6.720
H -2.196 -0.990 5.690
H 3.785 7.891 0.481
H -3.128 -1.597 -3.951
H -2.514 3.762 -1.027
H 2.510 -2.481 1.936
H -1.763 -3.116 0.167
H -3.094 -2.583 -1.505
H -4.991 3.004 -2.466
H -2.630 3.317 -2.732
H -2.681 -0.449 -6.124
```

Calculated values
Charge ... -2
LUMO ... 3.866 eV
Gap between HOMO and LUMO ... 6.435 eV

Here are the Mulliken charges for atoms 1 to 8, given in e:
1 Cs 1.00
2 O -0.75
3 O -0.74
4 O -0.57
5 O -0.76
6 O -0.70
7 O -0.70
8 O -0.99

=====

DFT (wB97M-V/def2-TZVPD) results for a molecular structure, BaF30P5.

The geometry in XYZ format:
```
36
BaF30P5 (wB97M-V/def2-TZVPD)
Ba -0.335 0.322 -0.584
P 2.536 -0.259 -5.179
P 1.446 -3.259 3.569
P 4.723 4.161 1.046
P -4.294 2.412 2.767
P -4.434 -3.195 -2.156
F 4.123 5.183 -0.116
F 5.668 3.485 -0.154
F -5.328 3.659 2.918
F 2.755 -3.261 4.446
F 1.953 -4.497 2.610
F -3.608 2.997 1.444
F 2.929 -1.661 -5.824
F -5.922 -2.542 -2.058
F 0.021 -3.171 2.846
F -4.826 -4.636 -1.559
F -3.706 -1.815 -2.611
F 0.999 -0.614 -5.208
F -5.278 1.543 1.831
F 4.141 0.098 -5.151
F 1.029 -1.979 4.485
F 2.247 -2.293 2.451
F 2.717 -0.926 -3.709
F 2.169 1.221 -4.483
F 0.656 -4.285 4.640
F -3.155 1.248 2.760
F 5.221 3.155 2.186
F 3.625 4.802 2.112
F -4.135 -2.565 -0.729
F 5.885 5.171 1.447
F 3.411 3.307 0.645
F 2.441 0.575 -6.582
F -3.226 3.214 3.668
F -2.863 -3.678 -2.158
F -4.970 1.823 4.107
F -4.614 -3.737 -3.714
```

Calculated values
Charge ... -3
LUMO ... 2.323 eV
Gap between HOMO and LUMO ... 8.157 eV

Here are the Mulliken charges for atoms 1 to 8, given in e:
1 Ba 2.02
2 P 1.13
3 P 1.16
4 P 1.15
5 P 1.15
6 P 1.13
7 F -0.38
8 F -0.36

=====

DFT (wB97M-V/def2-TZVPD) results for 2 unconnected molecules or ions with the total composition CH5FO.

The geometry in XYZ format:
```
8
CH5FO (wB97M-V/def2-TZVPD)
F 0.574 1.127 0.632
O -0.516 -1.383 -3.184
C 0.062 0.889 1.846
H -0.694 0.089 1.918
H -0.121 -2.280 -3.272
H -0.373 1.821 2.244
H 0.929 0.611 2.469
H 0.138 -0.874 -2.653
```

Calculated values
SMILES string ... CF.O
LUMO ... 0.881 eV
Gap between HOMO and LUMO ... 12.335 eV

Mulliken atomic charges, in units of e:
1 F -0.25
2 O -0.65
3 C -0.31
4 H 0.20
5 H 0.32
6 H 0.18
7 H 0.18
8 H 0.33

=====

DFT (wB97M-V/def2-TZVPD) results for a molecular structure, C14H43MgO8S7.

The geometry in XYZ format:
```
73
C14H43MgO8S7 (wB97M-V/def2-TZVPD)
S -0.324 3.029 5.905
S 1.811 -5.641 5.176
S -1.347 -0.956 -8.909
S -0.736 7.653 -2.028
S -6.661 1.870 0.668
S -3.186 -5.368 -2.176
S 7.578 -3.045 0.518
Mg -2.360 -1.741 2.478
O 8.029 -3.405 1.934
O -0.230 0.030 0.146
O 1.393 -4.398 4.391
O -1.820 6.858 -2.811
O -2.773 -0.529 -8.964
O -1.025 1.708 5.645
O -5.684 0.808 1.142
O -2.720 -4.654 -0.922
C 0.570 6.404 -1.519
C 6.250 -1.761 0.700
C 8.890 -1.997 -0.130
C -1.739 -5.636 -3.294
C -4.077 -4.058 -3.119
C 1.396 2.710 6.500
C -1.404 7.926 -0.291
C -6.736 3.030 2.089
C -5.696 2.850 -0.526
C -0.985 3.613 7.509
C 3.433 -5.184 5.883
C -0.493 0.266 -7.821
C 2.418 -6.842 3.890
C -0.538 -0.373 -10.525
H 0.596 0.295 -7.848
H 5.960 -1.418 -0.293
H -0.383 -1.163 -11.261
H 1.314 1.923 7.250
H 2.059 2.368 5.705
H -5.734 2.225 -1.418
H -0.729 0.224 -6.758
H 1.953 -6.555 2.946
H -1.195 0.342 -11.020
H -2.099 8.758 -0.173
H 0.124 5.563 -0.988
H 2.110 -7.875 4.047
H 9.809 -2.582 -0.127
H 8.676 -1.569 -1.109
H -4.087 -4.366 -4.165
H 0.488 -0.067 -10.323
H -2.065 3.516 7.397
H 4.113 -4.663 5.209
H 5.326 -2.121 1.152
H -0.675 4.638 7.710
H 9.059 -1.216 0.612
H -0.690 2.948 8.321
H 1.039 6.117 -2.460
H 6.687 -0.935 1.261
H -4.658 2.964 -0.214
H -1.103 -4.758 -3.407
H 3.230 -4.586 6.771
H -5.851 3.657 1.982
H 4.005 -6.062 6.184
H 3.495 -6.778 3.736
H 0.293 0.845 0.019
H -7.668 3.595 2.049
H -3.519 -3.127 -3.014
H -0.784 1.258 -8.167
H -5.088 -4.113 -2.715
H -6.657 2.519 3.049
H -6.133 3.829 -0.724
H 1.978 3.538 6.904
H -2.140 -5.910 -4.270
H -0.681 8.203 0.476
H -1.148 -6.473 -2.921
H 1.414 6.844 -0.986
H -1.875 7.000 0.041
```

Calculated values
Charge ... +1
LUMO ... -7.618 eV
Gap between HOMO and LUMO ... 2.628 eV

Here are the Mulliken charges for atoms 1 to 8, given in e:
1 S 0.49
2 S 0.49
3 S 0.50
4 S 0.48
5 S 0.48
6 S 0.49
7 S 0.49
8 Mg 1.30

=====

DFT (wB97M-V/def2-TZVPD) results for a gas-phase ion, C3H7N2 (charge +1).

The geometry in XYZ format:
```
12
C3H7N2 (wB97M-V/def2-TZVPD)
N 0.391 0.880 -1.819
N 0.646 -0.720 1.323
C -0.277 0.432 -0.763
C -1.162 0.647 0.200
C -0.452 -0.634 0.234
H -0.858 -1.620 0.065
H 0.790 0.235 -2.483
H 0.731 -1.675 1.690
H 0.433 -0.088 2.103
H 0.060 1.755 -2.204
H -1.859 1.242 0.729
H 1.557 -0.454 0.927
```

Calculated values
SMILES string ... NC1=C[C@@H]1[NH3+]
Charge ... +1
LUMO ... -3.482 eV
Gap between HOMO and LUMO ... 9.918 eV

Here are the Mulliken charges for atoms 1 to 8, given in e:
1 N -0.43
2 N -0.35
3 C 0.26
4 C -0.45
5 C -0.40
6 H 0.36
7 H 0.25
8 H 0.36

=====

DFT (wB97M-V/def2-TZVPD) results for 2 unconnected molecules or ions with the total composition C15H31N6O4.

The geometry in XYZ format:
```
56
C15H31N6O4 (wB97M-V/def2-TZVPD)
O -5.817 1.157 -1.729
O -2.299 -2.860 0.576
O 2.738 -0.130 -0.492
O 3.027 1.794 0.669
N 0.292 2.749 0.032
N -3.338 -1.213 -0.466
N -0.602 4.707 0.851
N 1.471 4.088 1.415
N 3.503 -2.711 0.883
N -5.737 -1.089 -1.882
C 4.833 -2.431 0.621
C -5.272 0.093 -1.461
C 3.346 0.632 0.447
C 4.468 0.021 1.282
C -1.807 1.406 -0.185
C -0.806 2.346 -0.869
C -2.975 1.126 -1.143
C 0.374 3.846 0.760
C -3.401 -1.322 2.008
C 7.128 -3.439 0.089
C 5.321 -1.002 0.501
C -3.997 0.108 -0.599
C -2.981 -1.852 0.651
C 5.671 -3.513 0.474
C -6.929 -1.268 -2.713
H 7.756 -3.610 0.969
H -2.191 1.870 0.724
H -1.297 0.477 0.075
H 2.238 3.425 1.333
H -1.457 4.530 0.357
H 3.234 -3.694 0.846
H -4.488 -1.278 2.059
H -3.013 -1.664 -1.310
H -2.584 0.758 -2.094
H 5.123 0.833 1.611
H -2.974 -0.336 2.171
H -4.339 0.460 0.374
H 4.050 -0.446 2.177
H -6.667 -1.165 -3.767
H 6.337 -0.950 0.902
H -3.037 -2.005 2.776
H 2.826 -2.038 0.520
H 5.252 -4.507 0.601
H -3.481 2.074 -1.334
H -5.243 -1.915 -1.584
H -0.385 1.835 -1.737
H -1.334 3.228 -1.235
H -7.680 -0.514 -2.464
H 7.393 -2.473 -0.349
H 7.351 -4.213 -0.652
H 2.195 0.447 -1.044
H 1.577 4.913 1.973
H -7.357 -2.259 -2.546
H 5.374 -0.724 -0.556
H 1.110 2.159 0.079
H -0.499 5.536 1.406
```

Calculated values
Charge ... +1
LUMO ... -2.667 eV
Gap between HOMO and LUMO ... 6.786 eV

Here are the Mulliken charges for atoms 1 to 8, given in e:
1 O -0.66
2 O -0.66
3 O -0.43
4 O -0.77
5 N 0.27
6 N -0.28
7 N -0.33
8 N -0.31

=====

DFT (wB97M-V/def2-TZVPD) results for a molecular structure, C40H47AuINO3PSb.

The geometry in XYZ format:
```
95
C40H47AuINO3PSb (wB97M-V/def2-TZVPD)
Au -0.627 0.306 0.316
I 8.316 -0.285 0.592
Sb 0.183 -3.015 -0.244
P -0.990 3.287 2.241
O 1.292 -0.302 1.373
O 1.393 -0.101 -0.808
O -1.453 1.867 1.970
N -4.717 0.001 1.038
C -2.390 -0.126 -3.500
C -2.743 -5.156 -2.732
C -1.458 -5.164 3.269
C 3.064 -3.573 -1.240
C -0.603 -6.145 -3.215
C -3.707 0.296 -3.413
C -3.703 -0.905 1.636
C -0.778 -4.328 -1.665
C 0.003 -5.255 -2.342
C -1.391 -2.836 3.841
C -0.649 -3.586 1.674
C -1.973 -6.084 -3.418
C 2.655 -2.877 -2.510
C 5.589 0.271 -0.622
C 2.186 -3.745 -0.164
C 4.746 -4.735 0.060
C 2.581 -4.369 1.015
C -0.874 -2.558 2.586
C -1.687 -4.146 4.180
C 3.460 -0.240 0.373
C -1.632 4.452 1.009
C -2.081 0.310 -1.134
C -4.084 1.136 0.245
C -1.597 3.868 3.838
C -5.719 -0.767 0.255
C -3.016 -3.297 -1.057
C 4.350 -4.085 -1.100
C -1.591 -0.114 -2.367
C -0.935 -4.917 1.999
C 3.862 -4.885 1.118
C 4.207 0.277 -0.683
C 1.984 -0.213 0.316
C -3.422 0.703 -1.036
C -4.211 0.705 -2.192
C 0.806 3.423 2.254
C 6.218 -0.268 0.493
C -2.160 -4.257 -1.843
C -0.697 -6.077 1.071
C 4.101 -0.758 1.495
C 5.482 -0.790 1.548
H -0.680 -7.010 1.631
H 1.114 4.432 2.526
H -4.012 -3.219 -1.492
H -2.082 -4.384 5.160
H 0.251 -5.985 0.540
H -3.815 -5.125 -2.889
H -5.214 0.448 1.809
H -2.676 4.677 1.229
H -2.446 -6.762 -4.116
H -6.501 -0.100 -0.100
H 3.511 -1.140 2.317
H -2.963 -0.314 2.173
H -3.213 -1.463 0.840
H -1.674 -6.189 3.545
H -4.183 -1.604 2.317
H -1.540 -2.034 4.554
H -0.553 -0.418 -2.457
H 5.054 -3.973 -1.916
H -1.068 5.385 1.043
H -3.358 1.597 0.906
H 6.173 0.683 -1.433
H -3.118 -3.651 -0.026
H 1.073 -5.312 -2.178
H 3.699 0.690 -1.545
H -1.555 4.018 0.012
H -2.685 3.832 3.855
H -5.223 -1.224 -0.597
H 2.320 -1.859 -2.304
H 5.754 -5.123 0.138
H -1.983 -0.447 -4.450
H -0.606 -1.540 2.334
H 1.205 2.704 2.969
H -6.162 -1.540 0.878
H -1.492 -6.153 0.326
H -5.238 1.047 -2.128
H -2.566 -2.301 -1.042
H 4.166 -5.397 2.022
H -4.338 0.315 -4.291
H 3.487 -2.824 -3.209
H 5.981 -1.218 2.407
H -1.204 3.231 4.630
H -1.266 4.894 3.999
H 1.893 -4.459 1.848
H -0.002 -6.876 -3.739
H 1.837 -3.408 -3.005
H 1.183 3.174 1.261
H -4.885 1.841 0.024
```

Calculated values
2S+1 ... 3
<S²> ... 2.009
Charge ... +2
LUMO (alpha / beta) ... -4.537 / -7.856 eV
Gap between HOMO and LUMO (alpha / beta) ... 7.961 / 4.647 eV

Here are the Mulliken charges for atoms 1 to 8, given in e:
1 Au 1.58
2 I 0.16
3 Sb 0.40
4 P 0.95
5 O -0.96
6 O -1.04
7 O -0.70
8 N 0.07

=====

DFT (wB97M-V/def2-TZVPD) results for 2 unconnected molecules or ions with the total composition CH6N2.

The geometry in XYZ format:
```
9
CH6N2 (wB97M-V/def2-TZVPD)
N 1.585 1.598 -1.923
N -1.827 -1.984 1.053
C -0.838 -1.352 1.527
H -2.620 -1.349 0.972
H 2.417 1.885 -1.439
H 0.990 1.002 -1.377
H -1.005 -0.407 2.040
H 1.132 2.359 -2.395
H 0.167 -1.752 1.541
```

Calculated values
SMILES string ... C=N.N
LUMO ... 0.862 eV
Gap between HOMO and LUMO ... 10.635 eV

Here are the Mulliken charges for atoms 1 to 8, given in e:
1 N -0.61
2 N -0.47
3 C -0.25
4 H 0.26
5 H 0.20
6 H 0.20
7 H 0.21
8 H 0.20

=====

DFT (wB97M-V/def2-TZVPD) results for a molecular structure, C19H26N3PPdS3.

The geometry in XYZ format:
```
53
C19H26N3PPdS3 (wB97M-V/def2-TZVPD)
Pd -1.118 0.396 0.811
S -2.055 -1.937 1.335
S -2.666 0.160 -1.173
S -2.720 4.503 1.246
P -3.465 -0.928 0.312
N 0.861 0.059 -0.146
N -0.813 2.537 0.691
N 0.209 0.296 2.796
C -4.422 0.155 1.421
C -6.230 -3.903 0.050
C -4.532 1.763 3.218
C -1.621 3.366 0.926
C 0.885 -1.314 -0.671
C -0.284 -0.498 3.924
C -5.251 -3.041 0.513
C -4.717 -2.073 -0.335
C -5.761 0.410 1.132
C 0.491 1.661 3.261
C 1.848 0.261 0.927
C -5.164 -1.978 -1.647
C -5.865 2.009 2.926
C -6.681 -3.804 -1.261
C -3.824 0.832 2.475
C -6.479 1.326 1.887
C -6.147 -2.845 -2.108
C 1.409 -0.347 2.243
C 1.091 1.009 -1.243
H 1.864 -1.530 -1.116
H -6.494 -2.771 -3.131
H -6.643 -4.655 0.710
H -7.517 1.516 1.651
H -0.475 -1.521 3.609
H 0.733 2.316 2.432
H -6.422 2.735 3.504
H 2.093 0.857 -1.662
H 0.675 -2.031 0.117
H 2.809 -0.180 0.633
H 0.348 0.838 -2.019
H -7.446 -4.478 -1.621
H -6.245 -0.096 0.307
H 0.108 -1.415 -1.426
H -4.892 -3.120 1.533
H -0.404 2.063 3.735
H -4.040 2.300 4.018
H 2.000 1.334 1.035
H 0.449 -0.498 4.741
H -1.217 -0.076 4.292
H -2.799 0.636 2.748
H 1.307 1.656 3.996
H 0.980 2.024 -0.874
H 1.177 -1.404 2.104
H -4.739 -1.230 -2.304
H 2.241 -0.286 2.960
```

Calculated values
2S+1 ... 3
<S²> ... 2.007
LUMO (alpha / beta) ... 0.498 / -1.239 eV
Gap between HOMO and LUMO (alpha / beta) ... 7.850 / 6.388 eV

Here are the Mulliken charges for atoms 1 to 8, given in e:
1 Pd -0.60
2 S -0.44
3 S -0.55
4 S -0.42
5 P 2.18
6 N 0.83
7 N -0.47
8 N 1.11

=====

DFT (wB97M-V/def2-TZVPD) results for a molecular structure, C30H32NOS4Ti.

The geometry in XYZ format:
```
69
C30H32NOS4Ti (wB97M-V/def2-TZVPD)
Ti -0.318 0.147 -0.470
S 1.450 -1.745 1.480
S -0.034 0.059 -2.722
S -1.285 -1.931 -0.221
S -2.021 1.002 0.795
O 1.186 -0.431 0.687
N 1.051 1.994 -0.235
C 1.535 -0.645 4.697
C 3.374 -1.092 -2.850
C -3.998 0.822 -2.285
C 2.889 4.061 0.223
C 2.279 1.963 -0.768
C 3.203 -2.080 -0.656
C -2.816 2.886 -1.886
C 2.378 -2.821 0.347
C 2.756 -1.161 2.567
C -1.732 -2.816 2.384
C -1.598 0.877 -2.459
C 1.575 2.070 4.138
C 2.154 -0.186 3.538
C 0.945 0.250 5.575
C 4.651 -0.638 -2.546
C 0.736 3.045 0.530
C 2.168 1.175 3.259
C 1.612 4.087 0.773
C 3.212 2.958 -0.564
C 0.965 1.610 5.296
C 5.211 -0.919 -1.308
C -1.929 -0.359 1.905
C -4.001 2.174 -1.939
C -2.189 -0.026 3.346
C -2.810 0.174 -2.536
C 2.655 -1.810 -1.907
C 3.877 5.156 0.482
C 4.491 -1.641 -0.367
C -1.613 2.243 -2.156
C -1.684 -1.618 1.467
H -2.821 3.940 -1.644
H 2.521 1.099 -1.377
H 3.518 -0.705 1.935
H 2.939 -0.894 -3.821
H 1.665 -2.183 -2.144
H 2.960 -3.460 1.016
H 4.459 4.928 1.377
H 1.593 3.130 3.919
H -0.684 2.798 -2.168
H -1.034 -2.716 3.218
H 0.510 2.310 5.983
H -1.483 -3.726 1.842
H 1.607 -3.424 -0.133
H 6.216 -0.592 -1.080
H 3.377 6.109 0.645
H 0.474 -0.112 6.479
H 4.575 5.263 -0.347
H -2.732 -2.941 2.803
H -1.317 0.466 3.786
H -2.792 -0.877 -2.791
H -2.414 -0.912 3.936
H 5.220 -0.085 -3.283
H 1.525 -1.706 4.920
H -0.258 3.039 0.959
H 2.639 1.535 2.350
H 1.291 4.917 1.388
H 4.186 2.874 -1.029
H -4.938 2.671 -1.727
H -3.028 0.666 3.429
H 3.156 -2.046 3.066
H -4.930 0.277 -2.343
H 4.948 -1.884 0.586
```

Calculated values
Charge ... +1
LUMO ... -3.098 eV
Gap between HOMO and LUMO ... 7.330 eV

Here are the Mulliken charges for atoms 1 to 8, given in e:
1 Ti 0.40
2 S 0.87
3 S -0.38
4 S -0.46
5 S -0.36
6 O 0.53
7 N 1.06
8 C -0.25

=====

ΔE to the lowest compared entry with this formula, charge and spin values (in eV) by entry order: 1.499, 5.691, 0.000, 12.864, 1.431, 0.231, 0.008, 0.885, 0.000, 0.040.
E values (in eV) by entry order: -61528.3911, -128694.8550, -5882.4902, -112867.2067, -6196.0802, -33184.7821, -77480.7311, -4113.4493, -69871.0446, -101621.3847.